Below is a molecular structure, C15H11CuF6N5O4S3Te in a non-equilibrium geometry, with properties calculated with the ωB97M-V functional and the def2-TZVPD basis.

Geometry as XYZ:
```
46
C15H11CuF6N5O4S3Te | OMol25 | the ωB97M-V functional and the def2-TZVPD basis
Cu 0.7211 0.0537 0.4221
N 1.2669 -3.4207 2.7600
C 0.9479 -2.1466 2.3038
S 2.2561 -1.2106 1.6390
N -0.2500 -1.7165 2.4651
N -0.5487 -0.5318 1.8862
C -0.8496 0.4964 2.6344
C -0.9765 0.4326 4.0929
C -0.2567 1.3013 4.9127
C -0.3523 1.2136 6.2868
C -1.1856 0.2705 6.8714
C -1.9176 -0.5890 6.0659
C -1.8043 -0.5182 4.6914
C -0.8883 1.7720 1.9416
C -1.5455 2.8900 2.4353
C -1.2041 4.1431 1.8680
C -0.5325 4.1800 0.6975
C -0.3021 2.9269 -0.0196
N -0.1320 1.8255 0.8301
H 2.2488 -3.4792 2.9852
H 0.6417 -3.7405 3.4893
H 0.3967 2.0302 4.4570
H 0.2315 1.8809 6.9083
H -1.2551 0.2061 7.9491
H -2.5865 -1.3126 6.5153
H -2.3673 -1.1907 4.0609
H -2.1750 2.8231 3.3106
H -1.4304 5.0528 2.4189
H -0.1612 5.1066 0.2762
H 0.5048 2.9727 -0.7424
F 3.2175 -2.5482 -4.2975
C 2.3515 -2.8758 -3.3260
F 2.7177 -4.1000 -2.9052
F 1.1620 -3.0252 -3.9227
S 2.3170 -1.6227 -1.8858
O 1.1742 -2.0370 -1.1460
O 3.6341 -1.7824 -1.3641
N 2.1668 -0.2985 -2.7288
S 0.9769 0.6938 -2.5040
O 1.4185 2.0492 -2.5573
O -0.0044 0.2805 -1.5579
C 0.1070 0.5053 -4.1883
F -0.8553 1.3967 -4.4504
F -0.4469 -0.7037 -4.3250
F 1.0026 0.6409 -5.1821
Te -1.9716 2.3979 -1.4733
```

**Maximum force**: 2.8 eV Å⁻¹
**ΔE to the lowest compared entry with this formula, charge and spin**: 41.3 kcal/mol
**DFT total energy**: -132116.7814 eV
**Total charge**: -2
**Spin multiplicity**: 2
**Gap between HOMO and LUMO (spin up / spin down)**: 5.172 / 4.924 eV

Below is a molecular structure, C15H11F6IrN2OS5SbSe2 in a non-equilibrium geometry, with properties calculated with the ωB97M-V functional and the def2-TZVPD basis.

Geometry as XYZ:
```
44
C15H11F6IrN2OS5SbSe2 | OMol25 | the ωB97M-V functional and the def2-TZVPD basis
Ir 0.2030 0.3306 0.2494
Se -0.9846 0.5874 3.5877
Se 0.6986 2.9662 2.5300
C -0.7319 3.1924 1.3468
C -1.3590 4.4322 1.2385
C -2.5048 4.5472 0.4834
C -3.0021 3.4127 -0.1463
C -2.2970 2.2332 -0.0195
N -1.1723 2.1164 0.6859
C 0.5687 -0.4264 3.4068
C 0.9431 -1.3098 4.4249
C 2.1571 -1.9488 4.3462
C 2.9750 -1.6871 3.2511
C 2.5027 -0.8490 2.2592
N 1.3230 -0.2466 2.3208
H -0.9343 5.2692 1.7736
H -3.0127 5.4977 0.3943
H -3.9009 3.4320 -0.7438
H -2.6620 1.3328 -0.4944
H 0.2696 -1.4553 5.2552
H 2.4803 -2.6191 5.1316
H 3.9557 -2.1308 3.1678
H 3.0954 -0.6435 1.3770
S -4.5775 1.6215 -2.8888
Sb -2.4391 1.7382 -3.8150
S -0.8992 0.2553 -2.0967
S 0.4712 -0.2307 -3.3881
S -1.9265 3.9619 -3.3356
S 3.2433 1.1946 -0.5713
C 1.7054 1.4088 -0.3563
C 1.4548 -3.9175 0.7735
C 0.5434 -2.9087 0.0303
O 1.0947 -1.7226 -0.1546
C -0.7961 -2.8278 0.8290
F -0.5962 -2.8644 2.1595
F -1.6466 -3.8464 0.5826
F -1.4680 -1.6980 0.5808
C 0.1865 -3.5691 -1.3403
F -0.8730 -3.0295 -1.9478
F 1.2157 -3.5058 -2.1885
F -0.0935 -4.8992 -1.2407
H 1.7788 -3.4658 1.7074
H 2.3285 -4.1052 0.1548
H 0.9250 -4.8474 0.9738
```

**Maximum force**: 1.9 eV Å⁻¹
**ΔE to the lowest compared entry with this formula, charge and spin**: 79.3 kcal/mol
**DFT total energy**: -231310.8826 eV
**Total charge**: -2
**Spin multiplicity**: 6
**Gap between HOMO and LUMO (spin up / spin down)**: 5.435 / 4.536 eV

Below is a molecular structure, C15H11NO3SSn in a non-equilibrium geometry, with properties calculated with the ωB97M-V functional and the def2-TZVPD basis.

Geometry as XYZ:
```
32
C15H11NO3SSn | OMol25 | the ωB97M-V functional and the def2-TZVPD basis
O 2.8182 -2.4855 -2.4575
C 2.5512 -1.6552 -1.7173
Sn 0.0663 0.1370 0.1782
C -0.2263 2.5091 -0.4481
C 0.1922 -0.1813 2.7099
O -0.5671 3.4157 -1.0732
O 0.0249 -0.7158 3.7149
N -1.6502 -0.8339 -0.6192
S -3.1096 -0.3778 0.0364
C -4.1237 -0.3263 -1.5169
C -4.3810 -1.4143 -2.3547
C -5.0859 -1.2334 -3.5557
C -5.5821 0.0150 -3.9219
C -5.4063 1.0677 -3.0288
C -4.6852 0.9085 -1.8447
C -3.7903 -1.9047 0.7213
C -5.0666 -1.8836 1.3008
C -5.6121 -3.0599 1.8108
C -4.9265 -4.2684 1.7007
C -3.6498 -4.2739 1.1439
C -3.0692 -3.0899 0.6830
H -1.7349 -0.8689 -1.6437
H -4.0241 -2.4141 -2.1156
H -5.2323 -2.0583 -4.2486
H -6.0793 0.1858 -4.8853
H -5.8071 2.0461 -3.2662
H -4.5232 1.7377 -1.1664
H -5.6200 -0.9507 1.3574
H -6.5888 -3.0495 2.2919
H -5.3806 -5.1992 2.0544
H -3.1010 -5.2049 1.0449
H -2.0664 -3.0561 0.2732
```

**Maximum force**: 6.0 eV Å⁻¹
**DFT total energy**: -40013.2013 eV
**Total charge**: +2
**Gap between HOMO and LUMO**: 6.479 eV

Below is a molecular structure, C15H12BrO8Pd, with properties calculated with the ωB97M-V functional and the def2-TZVPD basis.

Geometry as XYZ:
```
37
C15H12BrO8Pd | OMol25 | the ωB97M-V functional and the def2-TZVPD basis
Pd -1.1960 1.3686 1.1363
O 0.9506 4.9622 0.9709
C 0.3669 3.9332 0.6598
O -0.3168 3.2228 1.4917
C 0.6293 3.4235 -0.7807
C 1.6510 2.2814 -0.6764
C 2.2115 1.8917 -2.0603
C 1.0856 0.9825 -2.6241
C 0.0083 1.2309 -1.5739
O 0.7919 1.1688 -0.3601
C -0.4494 2.7039 -1.6479
C -1.9321 2.9277 -1.3409
O -2.5818 3.6401 -2.0913
O -2.4277 2.3559 -0.2926
H 1.0335 4.2861 -1.3050
H 2.3938 2.4073 0.1066
H 3.1532 1.3530 -1.9638
H 2.3875 2.7753 -2.6740
H 1.3834 -0.0654 -2.6123
H 0.7716 1.2539 -3.6309
H -0.8007 0.4999 -1.5226
H -0.3324 3.0575 -2.6717
Br 2.5263 -4.8144 0.0933
C 0.9052 -4.4779 1.0297
C 0.2823 -5.5236 1.6895
C -0.9005 -5.2727 2.3717
C -1.4451 -3.9976 2.3896
C -0.8065 -2.9617 1.7230
C 0.3794 -3.1989 1.0354
C -1.4007 -1.5661 1.7494
O -2.4412 -1.3755 2.3646
O -0.7364 -0.6945 1.0813
H 0.7151 -6.5144 1.6701
H -1.3963 -6.0825 2.8920
H -2.3643 -3.7837 2.9166
H 0.8668 -2.3815 0.5231
O -2.9653 0.9842 1.9342
```

**Maximum force**: 0.5 eV Å⁻¹
**ΔE to the lowest compared entry with this formula, charge and spin**: 11.6 kcal/mol
**DFT total energy**: -105650.4576 eV
**Total charge**: -1
**Spin multiplicity**: 5
**Gap between HOMO and LUMO (spin up / spin down)**: 8.524 / 6.868 eV

Below is a single C15H12Cl2F2N2OS molecule in a non-equilibrium geometry, with properties calculated with the ωB97M-V functional and the def2-TZVPD basis.

Geometry as XYZ:
```
35
C15H12Cl2F2N2OS | OMol25 | the ωB97M-V functional and the def2-TZVPD basis
C 3.0558 -4.5849 -0.4659
C 2.1657 -3.4133 -0.1953
C 2.2806 -2.6641 0.9684
C 1.4361 -1.5993 1.2143
C 0.4490 -1.2445 0.3007
N -0.3839 -0.1509 0.5642
C -1.7388 -0.1516 0.4587
S -2.6546 -1.4974 0.2147
N -2.3788 1.0383 0.6689
C -1.8830 2.3324 0.7641
C -0.7176 2.7558 0.1210
C -0.2926 4.0640 0.2482
C -1.0134 4.9761 1.0041
Cl -0.4633 6.6011 1.1549
C -2.1924 4.5672 1.6244
Cl -3.1235 5.6831 2.5468
C -2.6220 3.2588 1.5034
C 0.3607 -1.9725 -0.8879
O -0.5804 -1.6098 -1.8730
C -0.1591 -0.7615 -2.8020
F 0.2705 0.4270 -2.2794
F 0.9142 -1.2154 -3.5020
C 1.1984 -3.0459 -1.1229
H 3.5043 -4.5027 -1.4540
H 2.4763 -5.5070 -0.4399
H 3.8469 -4.6534 0.2757
H 3.0359 -2.9188 1.6967
H 1.5314 -1.0306 2.1278
H 0.0295 0.5964 1.1082
H -3.3759 0.9294 0.8027
H -0.1664 2.0859 -0.5179
H 0.6043 4.3885 -0.2544
H -3.5377 2.9561 1.9870
H -0.9744 -0.5494 -3.5090
H 1.0982 -3.5871 -2.0514
```

**Maximum force**: 1.5 eV Å⁻¹
**ΔE to the lowest compared entry with this formula, charge and spin**: 3.0 kcal/mol
**DFT total energy**: -62093.4064 eV
**Total charge**: 0
**Gap between HOMO and LUMO**: 8.651 eV

Below is a molecular structure, C15H12Cl7SSbV in a non-equilibrium geometry, with properties calculated with the ωB97M-V functional and the def2-TZVPD basis.

Geometry as XYZ:
```
37
C15H12Cl7SSbV | OMol25 | the ωB97M-V functional and the def2-TZVPD basis
V 0.5029 -0.4010 -0.4503
Cl 1.0608 -2.2029 -1.6226
C -0.1967 -1.4802 -2.5628
C -0.7068 -0.3612 -1.9191
C -1.6004 0.4756 -2.5568
Cl -2.0216 1.8983 -1.7326
C -2.0679 0.1410 -3.8415
Cl -3.2114 1.1196 -4.6264
C -1.5570 -1.0205 -4.4800
Cl -2.1150 -1.4329 -6.0190
C -0.5581 -1.8319 -3.8522
Cl 0.1382 -3.1635 -4.6537
Cl -0.0051 1.0094 1.2292
C 0.8938 2.4851 1.1678
C 0.8116 3.4712 2.1244
C 1.6070 4.6142 1.9595
C 2.4399 4.7585 0.8669
C 2.5340 3.7556 -0.1043
Cl 3.5504 3.9045 -1.4577
C 1.7506 2.5878 0.0570
S 1.7762 1.2984 -1.0717
H 0.1501 3.3965 2.9728
H 1.5595 5.3953 2.7045
H 3.0330 5.6537 0.7500
C 1.3361 -2.7975 1.8382
Sb -0.6243 -2.0485 1.3840
C -1.9403 -3.7187 1.0125
C -1.2000 -1.2645 3.2947
H 1.2921 -3.2943 2.8059
H 2.0416 -1.9627 1.8900
H 1.6660 -3.5130 1.0865
H -2.0627 -4.2123 1.9776
H -1.4973 -4.4099 0.2964
H -2.9109 -3.3680 0.6598
H -1.6891 -2.0825 3.8243
H -1.8877 -0.4242 3.2214
H -0.2913 -0.9745 3.8269
```

**Maximum force**: 3.0 eV Å⁻¹
**ΔE to the lowest compared entry with this formula, charge and spin**: 6.4 kcal/mol
**DFT total energy**: -146433.6647 eV
**Total charge**: +3
**Gap between HOMO and LUMO (spin up / spin down)**: 4.955 / 5.032 eV

Which of these has the highest total charge? C15H12Cl7SSbV

Number 1 is which compound? C15H11CuF6N5O4S3Te

Which of these has the highest maximum force? C15H11NO3SSn